{"formula": "C5H8O", "method": "wB97M-V/def2-TZVPD", "symbols": ["O", "C", "C", "C", "C", "C", "H", "H", "H", "H", "H", "H", "H", "H"], "coordinates": [[0.214, -0.600, 1.781], [0.015, 1.214, -0.540], [1.245, 0.372, -0.185], [-0.873, -0.026, -0.561], [0.416, -0.759, 0.419], [-1.140, -0.649, 1.406], [-0.695, -0.625, -1.464], [-0.271, 1.865, 0.289], [-1.950, 0.108, -0.464], [0.062, 1.801, -1.462], [1.975, 0.798, 0.508], [1.761, 0.014, -1.083], [0.622, -1.801, 0.152], [-1.351, -1.732, 1.184]], "nbo_charge": [-0.54, -0.42, -0.42, -0.41, 0.13, 0.04, 0.20, 0.22, 0.26, 0.21, 0.23, 0.21, 0.19, 0.09], "lumo_ev": 1.0, "total_charge": 0, "homo_ev": -8.1, "gap_ev": 9.146, "total_energy_ev": -7356.4200}

=====

{"formula": "C2H4N4O", "method": "wB97M-V/def2-TZVPD", "symbols": ["O", "N", "N", "N", "N", "C", "C", "H", "H", "H", "H"], "coordinates": [[1.726, 0.814, 2.013], [-1.702, 0.333, -1.343], [-0.853, -1.660, -0.094], [1.157, -0.229, 0.238], [0.412, -0.948, -0.728], [0.662, 0.445, 1.268], [-0.934, -0.611, -0.780], [-1.298, 0.836, -2.122], [-2.698, 0.174, -1.379], [1.381, 1.280, 2.782], [2.148, -0.434, 0.144]], "nbo_charge": [-0.70, -0.80, -0.27, -0.49, -0.18, 0.24, 0.49, 0.41, 0.41, 0.50, 0.39], "lumo_ev": 0.8, "total_charge": 0, "homo_ev": -8.9, "gap_ev": 9.693, "total_energy_ev": -10142.0820}

=====

{"formula": "C5H8O4", "method": "wB97M-V/def2-TZVPD", "symbols": ["O", "O", "O", "O", "C", "C", "C", "C", "C", "H", "H", "H", "H", "H", "H", "H", "H"], "coordinates": [[1.097, -0.310, 2.895], [-2.529, -0.398, -1.749], [-2.320, 1.776, -2.451], [0.312, 1.246, 1.712], [1.733, -1.596, 0.002], [-2.149, 0.755, -1.640], [0.892, 0.165, 1.757], [-1.331, 1.263, -0.420], [0.671, -0.507, 0.446], [2.296, -1.342, -0.957], [-0.170, -1.249, 0.497], [-1.147, 0.471, 0.374], [0.610, 0.172, -0.454], [-1.463, 2.188, 0.199], [2.632, -1.544, 0.688], [1.281, -2.589, 0.050], [-0.416, 1.499, -0.948]], "mulliken_spin": [0.04, 0.03, 0.66, 0.16, 0.00, -0.01, 0.00, 0.09, -0.01, 0.00, 0.00, 0.05, 0.00, -0.01, 0.00, 0.00, 0.00], "lumo_ev": [3.6, 0.0], "total_charge": -1, "homo_ev": [-4.8, -4.0], "s2": 0.7593, "spin_multiplicity": 2, "gap_ev": [8.447, 3.983], "total_energy_ev": -13502.3755}

=====

{"formula": "C4H15N4", "method": "wB97M-V/def2-TZVPD", "symbols": ["N", "N", "N", "N", "C", "C", "C", "C", "H", "H", "H", "H", "H", "H", "H", "H", "H", "H", "H", "H", "H", "H", "H"], "coordinates": [[-1.776, -0.759, 0.942], [1.715, -0.373, -0.357], [-0.410, 1.494, -0.433], [0.365, -2.242, -0.251], [-2.468, 0.431, 0.435], [1.529, -1.657, -0.426], [-1.598, 1.673, 0.431], [3.049, 0.197, -0.532], [-0.729, 1.272, -1.356], [-2.806, 0.246, -0.587], [3.619, 0.246, 0.393], [0.902, 0.285, -0.225], [3.602, -0.391, -1.264], [-1.255, 1.926, 1.436], [2.950, 1.201, -0.937], [-2.180, 2.525, 0.076], [0.355, -3.245, -0.375], [-1.086, -0.490, 1.636], [2.372, -2.306, -0.634], [-2.445, -1.331, 1.429], [-0.500, -1.770, 0.094], [-3.333, 0.721, 1.037], [0.127, 2.344, -0.533]], "nbo_charge": [-0.86, -0.55, -0.86, -0.75, -0.23, 0.39, -0.22, -0.42, 0.37, 0.19, 0.22, 0.45, 0.22, 0.20, 0.22, 0.20, 0.42, 0.37, 0.21, 0.39, 0.45, 0.21, 0.38], "lumo_ev": -2.4, "total_charge": 1, "homo_ev": -13.7, "gap_ev": 11.211, "total_energy_ev": -10346.4241}

=====

{"formula": "H24O12", "method": "wB97M-V/def2-TZVPD", "symbols": ["O", "O", "O", "O", "O", "O", "O", "O", "O", "O", "O", "O", "H", "H", "H", "H", "H", "H", "H", "H", "H", "H", "H", "H", "H", "H", "H", "H", "H", "H", "H", "H", "H", "H", "H", "H"], "coordinates": [[2.385, -5.625, 24.609], [2.831, -3.681, 24.829], [2.499, -2.445, 22.927], [-1.043, -4.604, 22.216], [0.949, -4.857, 22.867], [0.799, -7.289, 24.402], [2.216, -3.768, 21.378], [0.349, -3.948, 19.613], [0.320, -2.311, 23.410], [3.867, -6.046, 22.974], [0.737, -5.782, 20.705], [-0.400, -2.441, 21.183], [1.225, -2.621, 23.434], [0.766, -5.665, 21.655], [1.171, -4.240, 22.170], [3.024, -6.012, 25.208], [1.809, -3.454, 20.571], [0.387, -1.396, 23.134], [2.779, -3.024, 25.524], [2.448, -3.077, 22.210], [-0.301, -2.653, 22.112], [4.476, -6.466, 23.582], [0.720, -6.731, 20.580], [0.428, -4.718, 20.177], [3.152, -5.735, 23.529], [1.665, -4.775, 23.497], [2.466, -4.681, 24.749], [-0.015, -3.270, 20.182], [1.184, -6.414, 24.452], [-0.174, -4.657, 22.612], [2.883, -3.171, 24.020], [-1.307, -2.668, 20.980], [2.726, -4.532, 21.109], [3.170, -1.822, 22.652], [0.134, -7.298, 25.091], [-1.573, -5.225, 22.715]], "nbo_charge": [-0.94, -0.90, -0.96, -1.01, -0.93, -0.98, -0.88, -1.03, -0.94, -1.00, -0.93, -0.97, 0.47, 0.49, 0.49, 0.50, 0.55, 0.48, 0.50, 0.45, 0.50, 0.45, 0.50, 0.44, 0.44, 0.49, 0.44, 0.45, 0.47, 0.44, 0.48, 0.50, 0.55, 0.50, 0.45, 0.46], "lumo_ev": -0.2, "total_charge": 0, "homo_ev": -9.4, "gap_ev": 9.187, "total_energy_ev": -24949.3761}

=====

{"formula": "Ca2Cl", "method": "wB97M-V/def2-TZVPD", "symbols": ["Ca", "Ca", "Cl"], "coordinates": [[0.487, 2.981, -0.095], [-0.171, -2.897, 0.157], [-0.315, -0.083, -0.061]], "nbo_charge": [1.97, 1.95, -0.93], "lumo_ev": -13.0, "total_charge": 3, "homo_ev": -22.1, "gap_ev": 9.095, "total_energy_ev": -49371.3155}

=====

{"formula": "C4H9NO2", "method": "wB97M-V/def2-TZVPD", "symbols": ["O", "O", "N", "C", "C", "C", "C", "H", "H", "H", "H", "H", "H", "H", "H", "H"], "coordinates": [[-1.051, -1.737, 0.658], [0.684, 0.572, 1.272], [-0.887, -0.946, -0.486], [0.632, 0.367, -1.763], [1.251, -0.602, 0.508], [-0.693, 1.019, 1.179], [0.327, -0.568, -0.635], [-1.941, -2.081, 0.521], [1.183, -1.493, 1.140], [0.951, 1.345, -1.374], [1.442, -0.014, -2.395], [-1.496, 0.326, 1.494], [-1.012, 1.525, 0.240], [-0.267, 0.498, -2.365], [2.312, -0.434, 0.218], [-0.493, 1.736, 1.971]], "nbo_charge": [-0.59, -0.56, -0.15, -0.65, -0.13, -0.27, 0.20, 0.48, 0.21, 0.23, 0.22, 0.19, 0.17, 0.23, 0.20, 0.21], "lumo_ev": 1.0, "total_charge": 0, "homo_ev": -9.6, "gap_ev": 10.560, "total_energy_ev": -9875.7193}

=====

{"formula": "C7H13N2", "method": "wB97M-V/def2-TZVPD", "symbols": ["N", "N", "C", "C", "C", "C", "C", "C", "C", "H", "H", "H", "H", "H", "H", "H", "H", "H", "H", "H", "H", "H"], "coordinates": [[-1.661, 0.059, -0.029], [0.562, -0.179, 1.220], [2.415, 1.802, -0.380], [-2.387, 1.191, 0.660], [3.446, 1.892, 0.208], [0.720, -0.619, -0.267], [-0.374, -0.074, 0.025], [1.681, -1.398, -1.015], [-2.376, -1.186, -0.505], [1.059, 0.664, 1.444], [2.243, -2.200, -0.469], [-1.753, 1.781, 1.353], [1.190, -1.904, -1.952], [-3.057, 0.721, 1.299], [1.605, 2.148, -0.948], [2.448, -0.759, -1.452], [-3.491, -1.165, -0.316], [-2.955, 1.838, 0.030], [-1.927, -2.184, -0.063], [4.278, 1.711, 0.825], [0.513, -0.848, 1.940], [-2.180, -1.293, -1.608]], "mulliken_spin": [0.41, 0.07, 0.02, -0.01, 0.03, 0.34, 0.97, -0.03, 0.05, 0.00, 0.03, 0.01, 0.01, 0.00, -0.02, 0.06, 0.00, 0.03, 0.01, 0.00, 0.01, 0.02], "lumo_ev": [-2.7, -6.6], "total_charge": 1, "homo_ev": [-9.1, -14.2], "s2": 2.0084, "spin_multiplicity": 3, "gap_ev": [6.400, 7.529], "total_energy_ev": -10433.4710}